(1)
The following is a DFT calculation (ωB97M-V/def2-TZVPD) of C21H39N2O2OsP3 as an isolated structure in a non-equilibrium geometry.

Its expectation value of S² is 6.014. The HOMO-LUMO gap (alpha / beta) is 7.4 / 3.7 eV. The energy relative to the best compared isomer or geometry (same formula, charge and spin) comes out at 0.0 kcal per mole. For the total energy, the calculation gives -59774.52103 eV.

```
! RIJCOSX wB97M-V def2-TZVPD def2/J DEFGRID3
* xyz 4 5
P 3.88628 -1.12997 0.18758
C 4.56440 -0.97815 1.89211
H 5.64424 -0.76708 1.87679
H 4.36418 -1.90250 2.45029
H 4.01669 -0.14806 2.36211
C 4.92499 -2.52049 -0.40048
H 4.79774 -2.61044 -1.48868
H 4.55830 -3.44286 0.07205
H 5.98118 -2.35807 -0.14588
C 4.83444 0.26003 -0.57096
H 5.91627 0.04467 -0.55554
H 4.63000 1.18186 -0.00849
H 4.49664 0.39849 -1.60769
P -1.17265 3.01846 -0.87987
C -1.18872 3.38276 0.89546
H -1.55604 4.40110 1.08322
H -0.17801 3.29006 1.30575
H -1.83045 2.66324 1.41358
C -0.07802 4.26023 -1.64475
H -0.16130 4.19746 -2.73952
H 0.95858 4.03562 -1.34855
H -0.31918 5.28102 -1.31372
C -2.86055 3.24850 -1.49569
H -3.07351 4.31255 -1.67558
H -3.56849 2.85272 -0.75538
H -2.97811 2.69665 -2.43784
P -2.90973 -2.21224 0.35383
C -3.43207 -2.48996 2.04538
H -4.33611 -3.11176 2.02632
H -3.64411 -1.54143 2.55302
H -2.64374 -3.01720 2.59541
C -4.29263 -2.11245 -0.76953
H -5.10797 -2.73360 -0.37146
H -3.98957 -2.49142 -1.75311
H -4.64063 -1.07727 -0.88202
C -1.77652 -3.48328 -0.17455
H -2.31634 -4.19564 -0.82227
H -1.38306 -4.02631 0.69632
H -0.94454 -3.04107 -0.73799
Os -0.34689 0.79268 -1.66967
C 0.71686 1.03457 -0.07187
O 1.41144 1.20927 0.85409
C -2.04925 -0.51678 0.26777
O -2.16663 0.35883 1.08376
C -1.47073 0.15902 -3.37974
C -1.01010 -0.95195 -2.69465
C 0.33608 -1.05856 -2.35632
C 1.22734 -0.04732 -2.73530
C 0.75618 1.06735 -3.41630
C -0.59858 1.17465 -3.73691
H -2.53184 0.26840 -3.60154
H -1.71304 -1.71561 -2.37834
H 0.70309 -1.90855 -1.79363
H 2.26214 -0.09456 -2.41513
H 1.43357 1.87256 -3.67636
H -0.96775 2.07266 -4.21823
C -0.13218 0.00687 3.88572
C 0.30006 -1.20788 3.18288
N 0.39093 -1.40936 1.87751
C 0.91250 -2.67075 1.69632
C 1.09482 -3.26773 2.92627
N 0.69446 -2.32416 3.85432
H -1.17947 -0.08700 4.19429
H 0.48865 0.15432 4.77428
H -0.02035 0.85868 3.21296
H 1.14636 -3.07698 0.71814
H 1.45756 -4.25474 3.17430
H 0.71330 -2.41441 4.86295
*
```


(2)
The following is a DFT calculation (ωB97M-V/def2-TZVPD) of C56H87N4O5W as an isolated structure in a non-equilibrium geometry.

The HOMO-LUMO gap is 6.1 eV. The energy relative to the best compared isomer or geometry (same formula, charge and spin) comes out at 22.3 kcal per mole. For the total energy, the calculation gives -77486.81109 eV.

```
! RIJCOSX wB97M-V def2-TZVPD def2/J DEFGRID3
* xyz 3 1
W 0.21521 0.21119 -0.35929
C 3.97905 -4.06412 -5.35136
C 2.46930 -4.31580 -5.49669
C 2.06780 -4.03425 -6.94870
C 2.16218 -5.78693 -5.19717
C 1.77500 -3.38659 -4.51600
C 1.76611 -3.66606 -3.14971
C 1.21064 -2.78152 -2.23552
C 1.34551 -3.04692 -0.73699
N 0.29979 -2.46237 0.16009
C 0.67084 -2.54588 1.58617
C -0.01543 -1.44681 2.45330
N -0.37170 -0.15020 1.78007
C -1.86206 0.02593 1.83090
C -2.63553 -0.95344 0.93307
N -2.04124 -1.04535 -0.42179
C -1.95141 -2.45933 -0.85970
C -0.94662 -3.23891 -0.03784
C -2.92154 -0.43522 -1.45714
C -3.25984 1.02517 -1.37347
C -4.46974 1.42432 -1.90898
C -4.78216 2.77201 -2.04045
C -3.86984 3.67969 -1.52125
C -2.65354 3.32830 -0.93773
C -2.31476 1.96186 -0.93197
O -1.10325 1.42478 -0.54011
C -1.74849 4.45587 -0.45398
C -2.56274 5.65032 0.06617
C -0.89043 4.88315 -1.65304
C -0.83460 4.00747 0.68976
C -6.03911 3.18456 -2.77642
C -5.87949 2.74007 -4.24037
C -7.25743 2.49016 -2.15345
C -6.27627 4.69509 -2.74585
C 0.20075 1.02603 2.54452
C 1.65806 1.41779 2.36916
C 2.51139 1.48707 3.46188
C 3.78040 2.04817 3.33722
C 4.13179 2.59517 2.10432
C 3.31271 2.58183 0.97909
C 2.07806 1.92294 1.11807
O 1.23678 1.65197 0.09505
C 3.68315 3.38718 -0.26756
C 2.69175 4.55758 -0.34172
C 5.10000 3.96301 -0.19849
C 3.57656 2.58976 -1.57325
C 4.77645 2.13166 4.48609
C 5.34657 3.55585 4.56403
C 5.92886 1.14545 4.22907
C 4.13546 1.78352 5.82931
C 0.67528 -1.58086 -2.71936
O 0.13596 -0.74649 -1.79861
C 0.68646 -1.24731 -4.07632
C 1.22298 -2.18474 -4.94726
C 0.09559 0.06063 -4.59828
C 0.91064 0.58447 -5.78822
C -1.33782 -0.22678 -5.07198
C 0.07122 1.19107 -3.53756
H 4.51955 -4.65764 -6.08244
H 4.32726 -4.33646 -4.35809
H 4.21214 -3.01571 -5.52397
H 2.48737 -4.80516 -7.58807
H 2.45579 -3.08113 -7.29985
H 0.98724 -4.05496 -7.07004
H 2.61874 -6.40825 -5.96207
H 1.09018 -5.96311 -5.21261
H 2.55753 -6.10605 -4.23743
H 2.20371 -4.58272 -2.78631
H 2.32065 -2.65092 -0.43347
H 1.37890 -4.13351 -0.57674
H 1.75266 -2.46122 1.67944
H 0.40128 -3.52291 2.00949
H 0.65781 -1.23305 3.28788
H -0.92801 -1.86338 2.88645
H -2.10542 1.04706 1.51065
H -2.21007 -0.08878 2.86805
H -3.67154 -0.59631 0.87774
H -2.66796 -1.94286 1.39513
H -1.63469 -2.46923 -1.90501
H -2.93157 -2.95385 -0.80220
H -0.73303 -4.17622 -0.56000
H -1.38088 -3.50963 0.92573
H -3.86523 -0.99496 -1.48843
H -2.41802 -0.60432 -2.41738
H -5.14997 0.66615 -2.26184
H -4.11174 4.72403 -1.58602
H -3.00635 6.22967 -0.73648
H -1.91217 6.32212 0.61919
H -3.34917 5.31728 0.73933
H -1.52215 5.16744 -2.48975
H -0.24820 4.06039 -1.97160
H -0.27231 5.73726 -1.38940
H -1.42956 3.75538 1.56730
H -0.16475 4.82026 0.96128
H -0.22793 3.15609 0.37521
H -5.77688 1.66078 -4.32304
H -5.00806 3.21159 -4.69059
H -6.75580 3.03739 -4.80783
H -7.19715 1.40829 -2.23501
H -8.15713 2.81008 -2.67063
H -7.35123 2.75993 -1.10402
H -5.49321 5.23533 -3.27190
H -6.35200 5.06135 -1.72530
H -7.21440 4.91829 -3.24507
H 0.00971 0.87305 3.61381
H -0.37454 1.90925 2.23324
H 2.16930 1.14338 4.42327
H 5.08493 3.08881 2.03335
H 2.69948 5.13004 0.58168
H 1.68662 4.19363 -0.52911
H 2.97855 5.22027 -1.15315
H 5.21090 4.65661 0.63074
H 5.28702 4.52053 -1.11270
H 5.85058 3.17710 -0.13038
H 2.58425 2.15280 -1.70237
H 4.32184 1.79903 -1.63341
H 3.75154 3.26027 -2.40995
H 6.05252 3.75306 3.76243
H 5.87381 3.68858 5.50322
H 4.54719 4.28957 4.51506
H 6.39692 1.31249 3.25877
H 5.59000 0.11378 4.31487
H 6.69536 1.29347 4.98474
H 3.31833 2.46217 6.05393
H 4.87474 1.88573 6.61710
H 3.77198 0.75820 5.85302
H 1.22042 -1.96741 -5.99920
H 0.84670 -0.07443 -6.64718
H 1.95539 0.70763 -5.51590
H 0.51674 1.54714 -6.10255
H -1.32996 -0.87943 -5.94057
H -1.83817 0.69836 -5.34326
H -1.92429 -0.71938 -4.29797
H 0.99206 1.18131 -2.92669
H -0.82638 1.13479 -2.90641
H 0.03146 2.14728 -4.05644
O 2.62047 -0.15098 -1.26424
C 3.00950 -0.41463 -0.12580
O 2.16572 -0.60051 0.80824
C 4.50116 -0.50044 0.24462
N 4.61786 -0.63861 1.72867
C 5.47579 -1.82708 2.01222
C 5.19571 -2.73753 0.82824
C 5.20827 -1.74375 -0.33178
H 4.96440 0.42554 -0.10349
H 3.64501 -0.78575 2.05996
H 4.96093 0.21671 2.20143
H 5.24195 -2.26356 2.98032
H 6.52113 -1.51556 2.00954
H 4.22847 -3.22634 0.93695
H 5.95344 -3.50537 0.71335
H 4.71997 -2.10700 -1.23376
H 6.24112 -1.49808 -0.58124
*
```


(3)
The following is a DFT calculation (ωB97M-V/def2-TZVPD) of one molecule with the formula C9H12N2 in a non-equilibrium geometry.

Its SMILES is C#CCN(C)Cc1ccc[nH]1. The HOMO-LUMO gap is 8.8 eV. The energy relative to the best compared isomer or geometry (same formula, charge and spin) comes out at 85.9 kcal per mole. For the total energy, the calculation gives -12505.00758 eV.

```
! RIJCOSX wB97M-V def2-TZVPD def2/J DEFGRID3
* xyz 0 1
C 0.69164 1.22745 1.62380
C 0.65762 -1.25215 1.87594
C -0.80769 -1.59747 1.75262
C -1.99689 -1.77554 1.79133
C 1.64750 -0.11719 -0.15839
C 0.58301 0.32675 -1.13631
C 0.52828 1.31262 -2.09944
C -0.80623 1.36962 -2.58217
C -1.47645 0.45376 -1.83823
H -0.39305 1.40714 1.32314
H 0.73129 1.41300 2.76385
H 1.30304 1.97278 1.11667
H 1.23803 -2.13967 1.52408
H 0.83909 -1.17448 2.96059
H -3.03560 -1.85338 1.88638
H 2.52152 0.53983 -0.31076
H 1.94796 -1.14162 -0.38244
H 1.36487 1.88694 -2.45191
H -1.26366 1.93243 -3.40406
H -2.54324 0.17948 -1.86469
H -0.92595 -0.84633 -0.29316
N 1.22671 -0.03478 1.26775
N -0.64229 -0.23140 -1.01668
*
```


(4)
The following is a DFT calculation (ωB97M-V/def2-TZVPD) of a 3-piece molecular cluster, C3H12NO3 overall in a non-equilibrium geometry.

Its expectation value of S² is 0.751. The HOMO-LUMO gap (alpha / beta) is 4.0 / 10.8 eV. The energy relative to the best compared isomer or geometry (same formula, charge and spin) comes out at 52.5 kcal per mole. For the total energy, the calculation gives -10933.19202 eV.

```
! RIJCOSX wB97M-V def2-TZVPD def2/J DEFGRID3
* xyz 0 2
C -0.21290 1.03677 0.37043
C 0.35125 1.74681 1.70658
C 0.61799 0.70159 2.77322
O 0.72461 -0.48080 2.55520
N -0.14167 2.00391 -0.73272
H -1.12709 0.49838 0.47236
H 0.54854 0.18412 0.25407
H -0.37144 2.57369 2.05057
H 1.33299 2.07820 1.37136
H 0.74864 1.20069 3.75294
H -0.29621 1.46359 -1.60829
H 0.75603 2.54424 -0.93375
H -0.78653 2.79906 -0.80462
H -1.19109 -5.37448 -0.45441
H -0.33192 -5.64736 -1.71732
O -0.80639 -4.98452 -1.25919
H -0.04089 1.00128 -4.61523
H -0.97764 0.30311 -3.84914
O -0.14444 0.64496 -3.53237
*
```